Entry 1:
ORCA calculation (ωB97M-V with the def2-TZVPD basis set) on a molecular structure, C6H14ClFN3O6S2.

XYZ file:
```
33
Properties=species:S:1:pos:R:3
O 6.400 -2.325 0.215
S 6.172 -1.217 -0.725
O 7.173 -0.136 -0.537
F 6.453 -1.783 -2.240
N 4.679 -0.484 -0.662
S 3.436 -1.615 -0.564
O 3.496 -2.543 0.577
O 3.181 -2.326 -1.836
Cl 1.763 -0.412 -0.216
C -1.244 -3.423 1.535
C -1.054 -1.928 1.543
O 0.055 -1.423 1.619
N -2.163 -1.146 1.457
C -3.546 -1.558 1.358
H -0.270 -3.902 1.606
H -1.848 -3.735 2.389
H -1.719 -3.741 0.605
H -1.963 -0.157 1.459
H -3.967 -1.159 0.433
H -4.102 -1.144 2.203
H -3.645 -2.639 1.361
C -0.368 2.215 -0.549
C -1.854 2.397 -0.385
O -2.550 1.597 0.227
N -2.423 3.497 -0.943
C -1.780 4.554 -1.700
H -0.060 1.299 -0.054
H -0.110 2.139 -1.606
H 0.165 3.050 -0.091
H -3.417 3.553 -0.793
H -1.950 5.507 -1.194
H -2.228 4.602 -2.695
H -0.713 4.386 -1.796
```

As for the total charge: -1. The calculation puts the highest occupied orbital energy at -6.2 eV. The calculation puts the maximum force at 0.0804 Eh/bohr.

***

Entry 2:
ORCA calculation (ωB97M-V with the def2-TZVPD basis set) on a molecular structure, C6H14CoFN2O2.

XYZ file:
```
26
Properties=species:S:1:pos:R:3
Co 12.831 -1.711 17.267
F 11.630 -1.682 15.628
C 10.091 -2.555 12.369
C 10.087 -3.884 13.071
O 9.621 -4.946 12.628
N 10.749 -3.883 14.269
C 10.838 -4.847 15.255
H 10.405 -2.777 11.349
H 10.652 -1.775 12.884
H 9.037 -2.277 12.375
H 10.966 -2.957 14.608
H 10.668 -5.841 14.841
H 10.134 -4.580 16.043
H 11.804 -4.839 15.760
C 14.522 2.229 16.041
C 14.521 0.694 15.601
O 13.981 -0.223 16.225
N 15.059 0.540 14.408
C 15.085 -0.741 13.749
H 15.382 2.830 15.745
H 14.313 2.237 17.110
H 13.694 2.769 15.582
H 15.337 1.346 13.866
H 15.805 -0.585 12.946
H 14.076 -0.983 13.416
H 15.408 -1.514 14.447
```

As for the total charge: +1. As for the spin multiplicity: 4. The calculation puts the highest occupied orbital energy (spin up / spin down) at -11.3 / -11.2 eV. The calculation puts the maximum force at 0.0925 Eh/bohr. The expectation value of S² is 3.755.

***

Entry 3:
ORCA calculation (ωB97M-V with the def2-TZVPD basis set) on a molecular structure, C6H14EuO3.

XYZ file:
```
24
Properties=species:S:1:pos:R:3
C -2.857 0.883 1.700
O -1.840 0.171 2.329
C -3.392 0.165 0.449
O -2.359 -0.415 -0.324
C -1.341 0.492 -0.906
O 1.778 -1.021 0.050
C 2.570 -2.157 0.355
Eu -0.314 -0.474 1.062
H -2.518 1.898 1.401
H -3.726 1.044 2.368
H -3.987 0.865 -0.166
H -4.026 -0.683 0.752
H -1.806 1.481 -1.059
H -1.118 0.040 -1.885
H 2.101 -2.706 1.179
H 2.612 -2.812 -0.529
H 3.579 -1.843 0.657
C 2.182 -0.166 -1.150
H 3.062 -0.714 -1.515
H 1.534 -0.252 -2.030
C 2.425 1.275 -0.764
H 3.172 1.371 0.035
H 2.763 1.831 -1.647
H 1.509 1.728 -0.360
```

As for the total charge: +1. As for the spin multiplicity: 7. The calculation puts the highest occupied orbital energy (spin up / spin down) at -12.0 / -12.3 eV. The calculation puts the maximum force at 0.0408 Eh/bohr. The expectation value of S² is 12.214.

***

Entry 4:
ORCA calculation (ωB97M-V with the def2-TZVPD basis set) on a molecular structure, C6H14FNO2Pb.

XYZ file:
```
25
Properties=species:S:1:pos:R:3
C 2.816 -1.225 0.294
C 3.121 0.240 -0.171
O 2.077 1.175 -0.063
C 0.751 0.607 -0.275
N -0.237 1.660 -0.574
C -1.600 1.191 -0.151
C -1.909 -0.282 -0.653
O -3.288 -0.504 -0.865
C -3.878 -1.189 0.210
F -4.103 -0.254 1.214
H 2.353 -1.823 -0.531
H 3.789 -1.729 0.518
H 2.152 -1.302 1.181
H 3.606 0.201 -1.178
H 3.950 0.635 0.552
H 0.423 0.126 0.683
H 0.748 -0.078 -1.150
H -0.060 2.482 0.005
H -1.610 1.208 0.977
H -2.397 1.892 -0.477
H -1.378 -0.422 -1.631
H -1.459 -0.972 0.110
H -3.277 -2.050 0.581
H -4.850 -1.583 -0.167
Pb 4.259 1.996 1.562
```

As for the total charge: +2. The calculation puts the highest occupied orbital energy at -15.2 eV. The calculation puts the maximum force at 0.0638 Eh/bohr.

***

Entry 5:
ORCA calculation (ωB97M-V with the def2-TZVPD basis set) on a molecular structure, C6H14GdO3.

XYZ file:
```
24
Properties=species:S:1:pos:R:3
H -0.410 0.125 1.610
C -1.080 1.489 -1.719
O -2.087 0.873 -0.885
C -2.660 -0.276 -1.447
C -1.889 -1.531 -1.091
O -0.630 -1.567 -1.798
C 0.239 -0.176 2.443
C 1.628 0.202 2.233
O 2.030 0.484 1.074
C 3.413 0.837 0.815
H -1.590 2.047 -2.527
H -0.649 2.280 -1.084
H -2.758 -0.190 -2.544
H -3.664 -0.393 -1.013
H -2.450 -2.419 -1.409
H -1.713 -1.581 -0.009
H 0.248 -1.212 2.825
H -0.187 -2.449 -1.623
H 2.371 0.124 3.038
H 0.036 0.471 3.345
H 3.386 1.742 0.203
H 3.933 1.028 1.759
H 3.849 -0.005 0.269
Gd 0.634 0.097 -2.466
```

As for the total charge: +3. As for the spin multiplicity: 8. The calculation puts the highest occupied orbital energy (spin up / spin down) at -20.6 / -20.8 eV. The calculation puts the maximum force at 0.0727 Eh/bohr. The expectation value of S² is 16.291.

***

Entry 6:
ORCA calculation (ωB97M-V with the def2-TZVPD basis set) on 2 unconnected molecules or ions with the total composition C6H14IN2S.

XYZ file:
```
24
Properties=species:S:1:pos:R:3
C 0.370 0.438 1.581
C 1.177 -0.548 -0.542
C 1.433 1.549 1.514
C 2.415 0.452 -0.597
C -3.672 0.584 -0.821
C -1.061 0.005 -0.280
N 0.098 -0.067 0.245
N 2.527 1.353 0.538
S -2.405 0.693 0.478
I -0.776 -4.338 -1.419
H 0.770 -0.505 1.980
H -0.503 0.743 1.944
H 1.006 -0.763 -1.678
H 1.647 -1.461 -0.025
H 0.979 2.397 1.070
H 2.025 1.844 2.349
H 3.332 -0.016 -0.803
H 2.246 1.154 -1.433
H -3.860 -0.467 -1.188
H -3.609 1.279 -1.686
H -4.590 0.644 -0.288
H -1.352 -0.449 -1.230
H 3.336 1.019 1.032
H -1.532 -5.540 -0.740
```

As for the total charge: +1. The calculation puts the highest occupied orbital energy at -12.4 eV. The calculation puts the maximum force at 0.1076 Eh/bohr.

***

Entry 7:
ORCA calculation (ωB97M-V with the def2-TZVPD basis set) on a molecular structure, C6H14IrO3.

XYZ file:
```
24
Properties=species:S:1:pos:R:3
H 4.918 0.260 0.904
C 4.049 0.289 0.219
H 4.448 0.142 -0.805
O 3.342 1.484 0.323
C 3.168 -0.911 0.563
H 3.631 -1.868 0.282
H 2.924 -0.921 1.638
O 1.949 -0.729 -0.172
C 0.842 -1.544 0.177
H 0.723 -1.558 1.271
O -0.351 0.492 -0.239
C -0.361 -0.908 -0.484
H -0.350 -1.059 -1.578
C -3.327 1.678 -0.231
H -1.397 0.932 -0.235
H -3.231 2.276 -1.143
H -1.290 -1.357 -0.107
H -3.229 2.361 0.620
Ir 1.541 1.211 -0.160
H 0.982 -2.573 -0.182
C -4.502 0.752 -0.178
H -4.520 0.065 -1.035
H -4.512 0.164 0.752
H -5.449 1.321 -0.199
```

As for the total charge: +2. As for the spin multiplicity: 6. The calculation puts the highest occupied orbital energy (spin up / spin down) at -15.9 / -18.4 eV. The calculation puts the maximum force at 0.0833 Eh/bohr. The expectation value of S² is 8.764.

***

Entry 8:
ORCA calculation (ωB97M-V with the def2-TZVPD basis set) on C6H14N2 in the gas phase.

XYZ file:
```
22
Properties=species:S:1:pos:R:3
C 1.815 -0.943 0.016
C 0.919 -0.092 -0.897
C 0.060 0.935 -0.173
N -2.182 -0.190 -1.795
C -2.221 -0.114 -0.394
C -1.224 0.373 0.362
C -1.305 0.339 1.859
N 2.911 -0.189 0.568
H 1.236 -1.410 0.812
H 2.170 -1.757 -0.645
H 0.358 -0.748 -1.567
H 1.611 0.317 -1.644
H -0.055 1.830 -0.807
H 0.662 1.473 0.573
H -1.513 0.457 -2.170
H -3.052 -0.240 -2.294
H -3.092 -0.565 0.061
H -0.450 -0.132 2.354
H -2.120 -0.269 2.272
H -1.447 1.366 2.212
H 3.596 0.165 -0.085
H 3.326 -0.604 1.382
```

The calculation puts the highest occupied orbital energy at -7.7 eV. The calculation puts the maximum force at 0.0298 Eh/bohr. The SMILES is C/C(=C/N)CCCN.